Entry 1:
An isolated molecule of C16H17ClN2O. Source: OMol25; level of theory: the ωB97M-V functional and the def2-TZVPD basis.

XYZ file:
```
37
Properties=species:S:1:pos:R:3:forces:R:3:nbo_charge:R:1
C 4.37372 -0.93418 -0.79216 -0.040 0.130 0.228 -0.6117
H 3.58871 -1.21900 -1.48739 -0.056 -0.068 -0.136 0.1955
H 5.09587 -0.32381 -1.32966 0.072 0.027 -0.105 0.2129
H 4.87533 -1.84003 -0.45903 0.054 -0.117 -0.023 0.2121
C 3.82210 -0.16434 0.40682 0.086 0.024 0.063 -0.2194
C 3.15046 1.14727 -0.00730 0.085 -0.106 0.002 -0.3821
H 2.95295 1.74788 0.88277 0.011 0.074 0.002 0.2150
H 3.81631 1.71977 -0.65509 0.009 0.060 0.022 0.2137
C 1.81753 0.91857 -0.73369 0.032 0.403 -0.023 -0.4718
C 0.93038 0.08846 0.12920 -0.423 -0.041 -0.062 0.2264
C -0.27962 0.48797 0.57052 0.761 0.359 -0.362 -0.3231
C -1.05491 -0.32880 1.42386 -0.103 -0.511 0.529 0.2698
N -1.68119 -0.96140 2.14865 -0.148 -0.199 0.211 -0.3085
C -0.86722 1.83796 0.31045 -0.011 0.180 -0.068 0.6797
O -0.22362 2.86496 0.37200 0.164 0.064 0.003 -0.5905
N -2.21016 1.87528 0.06986 -0.154 0.541 0.070 -0.6265
C -3.09467 0.82817 -0.20209 -0.420 -0.486 -0.306 0.2493
C -2.71222 -0.28037 -0.95345 -0.088 0.149 -0.100 -0.2694
C -3.62214 -1.29107 -1.20128 -0.008 0.057 0.069 -0.1715
C -4.92128 -1.20884 -0.73328 -0.084 0.010 0.059 -0.2487
C -5.30305 -0.08719 -0.01422 0.287 -0.035 -0.163 -0.0052
C -4.40590 0.93027 0.25406 0.131 -0.043 -0.024 -0.2872
H -4.71684 1.79293 0.82280 -0.042 0.064 0.097 0.2271
Cl -6.92468 0.04912 0.55903 -0.222 0.019 0.084 0.0140
H -5.63108 -1.99633 -0.92721 -0.093 -0.055 -0.007 0.2298
H -3.31708 -2.15171 -1.77613 0.025 -0.082 -0.055 0.2200
H -1.71168 -0.34518 -1.35150 0.037 0.005 -0.044 0.2225
H -2.61342 2.80324 0.12160 0.196 -0.104 -0.020 0.4151
C 1.51506 -1.23398 0.50464 -0.044 -0.085 0.279 -0.4648
H 1.69685 -1.82030 -0.39953 -0.062 0.003 -0.055 0.2210
C 2.84615 -1.00510 1.23409 0.113 0.031 -0.084 -0.3831
H 2.63913 -0.48927 2.17444 0.003 -0.035 0.060 0.2102
H 3.29399 -1.97089 1.47470 -0.006 -0.007 0.065 0.2144
H 0.83480 -1.79770 1.14515 0.037 -0.027 -0.104 0.2365
H 2.00356 0.38893 -1.67194 -0.050 -0.074 -0.012 0.2166
H 1.36486 1.88213 -0.96110 0.021 -0.112 -0.058 0.2513
H 4.67301 0.08658 1.05139 -0.069 -0.011 -0.033 0.2106
```
Positions in Å, forces in eV/Å.

Its SMILES is CC1CCC(=C(C#N)C(=O)Nc2cccc(Cl)c2)CC1. The calculation puts the total energy at -34418.462 eV. The calculation puts the highest occupied orbital energy at -0.3275 Eh. The lowest unoccupied orbital energy is 0.14 eV.

Entry 2:
An isolated molecule of C16H17F3N2O5. Source: OMol25; level of theory: the ωB97M-V functional and the def2-TZVPD basis.

XYZ file:
```
43
Properties=species:S:1:pos:R:3:forces:R:3:nbo_charge:R:1
O 3.41368 0.96077 -0.16173 1.676 -0.030 -1.683 -0.6317
F -0.77053 3.92756 -0.16316 0.838 -0.766 -0.127 -0.3044
F -0.09569 2.27674 -1.45059 0.826 1.112 1.622 -0.3169
F 1.37273 3.80054 -0.66262 -1.553 -1.282 0.336 -0.3111
O 0.54125 3.07076 2.08506 -0.850 0.369 -0.514 -0.4674
O -0.58184 1.24909 1.22201 1.060 0.082 -2.698 -0.4856
O 0.71637 -3.31682 -2.03789 -0.286 0.426 0.730 -0.5379
O -1.32484 -2.44947 -2.60770 0.795 0.275 -0.472 -0.5305
C 2.22781 0.77180 0.01287 3.600 -0.096 0.315 0.7810
C -2.06544 2.75146 4.73044 0.030 -0.437 -0.065 -0.2205
C -2.69424 1.58170 4.26579 1.083 0.797 0.229 -0.2117
C -0.93911 3.26040 4.07329 -0.201 0.332 -0.021 -0.2347
C -2.20018 0.96443 3.11633 0.578 0.228 -0.803 -0.2738
C -0.48572 2.65921 2.91251 -0.729 0.362 0.813 0.2098
C -1.12565 1.55950 2.39655 -1.351 0.284 2.350 0.2994
N 1.56062 -0.20380 -0.62426 -1.434 0.443 0.004 -0.4753
N 1.79013 1.53650 1.05739 -3.429 0.676 0.039 -0.6539
C 0.24898 3.06079 -0.36221 -0.293 0.184 -0.676 0.9348
C 0.28073 -4.05262 -3.15759 0.400 0.467 -0.303 -0.0993
C -1.19096 -3.70021 -3.26901 -0.203 0.018 0.311 -0.0964
C 0.91361 -1.22526 0.17930 -1.161 -1.077 -1.931 -0.2084
C 1.92276 -0.57449 -1.99975 -0.440 -0.956 0.400 -0.2019
C 0.50159 2.20916 0.95556 0.645 -1.022 2.183 0.5887
C -0.35385 -1.71196 -0.59383 0.811 -0.298 1.227 -0.4399
C 0.65579 -0.95297 -2.77619 -0.451 -0.504 2.296 -0.4565
C -0.05449 -2.11686 -2.03230 -0.545 0.745 0.403 0.5481
H -2.42685 3.25386 5.63537 0.178 -0.233 -0.440 0.2200
H -3.49974 1.15219 4.85844 0.104 -0.014 -0.402 0.2236
H -0.48707 4.16600 4.43840 0.239 0.129 0.045 0.2270
H -2.66541 0.04536 2.80235 0.043 -0.109 -0.394 0.2268
H 2.53759 2.12949 1.43323 -0.534 -0.349 -0.425 0.4394
H 0.42113 -5.10709 -3.03189 0.211 -0.579 0.452 0.1980
H 0.94471 -3.74438 -3.97182 -0.606 -0.021 -0.565 0.1693
H -1.84904 -4.38326 -2.72572 0.258 -0.339 -0.145 0.1784
H -1.51193 -3.65646 -4.29592 -0.233 0.223 -0.461 0.1851
H 0.69858 -0.92140 1.18411 -0.175 0.522 0.276 0.2292
H 1.54666 -2.11128 0.24552 0.470 0.006 0.032 0.1897
H 2.39382 0.21512 -2.54319 0.499 0.748 0.222 0.2300
H 2.60262 -1.43278 -1.97735 0.074 0.066 -0.025 0.1984
H -0.69242 -2.60930 -0.08509 -0.216 -0.249 0.011 0.2171
H -1.16471 -0.99350 -0.52199 0.064 0.283 -0.354 0.2279
H 0.88903 -1.24828 -3.74848 0.475 -0.461 -1.740 0.2123
H -0.00044 -0.09023 -2.80422 -0.270 0.044 -0.051 0.2240
```
Positions in Å, forces in eV/Å.

Its SMILES is O=C(NC1(C(F)(F)F)Oc2ccccc2O1)N1CCC2(CC1)OCCO2. The calculation puts the total energy at -38237.166 eV. The calculation puts the highest occupied orbital energy at -0.3207 Eh. The lowest unoccupied orbital energy is 0.79 eV.

Entry 3:
An isolated molecule of C16H17F3N2O5. Source: OMol25; level of theory: the ωB97M-V functional and the def2-TZVPD basis.

XYZ file:
```
43
Properties=species:S:1:pos:R:3:forces:R:3:nbo_charge:R:1
O -1.71868 0.03495 -2.38595 -1.261 2.236 -1.615 -0.6146
F -0.05789 -0.79509 -4.62713 1.594 0.761 0.696 -0.2946
F 0.34234 1.12493 -3.61134 1.012 -1.249 -0.590 -0.3016
F 2.04953 0.02096 -4.53348 -2.157 -0.498 1.328 -0.3145
O 1.82718 -0.11385 -1.53910 0.203 0.833 -0.950 -0.4773
O 1.74598 -2.10110 -2.73640 -0.434 0.987 -0.414 -0.4590
O -1.53311 2.74240 2.41999 -0.417 -0.903 -0.399 -0.5215
O -2.86920 0.86822 2.82307 1.213 0.656 0.905 -0.5450
C -1.17172 -0.43584 -1.44345 -1.360 -1.702 0.460 0.7829
C 5.04913 -1.58219 -0.35973 -0.079 -0.772 -0.161 -0.2192
C 4.99219 -2.76522 -1.11786 -0.335 0.729 -0.120 -0.2162
C 4.02182 -0.64793 -0.39554 -1.139 0.882 -0.498 -0.2525
C 3.87763 -2.98271 -1.95114 0.464 -0.220 0.339 -0.2344
C 2.92787 -0.86773 -1.26076 1.363 -0.504 0.909 0.2368
C 2.86702 -2.04314 -1.96176 0.861 -0.406 -0.294 0.2087
N -1.75170 -0.45270 -0.18765 1.421 -0.956 -0.238 -0.4570
N -0.12416 -1.31069 -1.72094 -0.161 1.510 -1.256 -0.6614
C 0.83994 -0.12242 -3.85471 -0.862 0.892 -0.218 0.9586
C -2.33546 3.03864 3.54509 0.360 1.204 -0.225 -0.0943
C -3.29108 1.90977 3.72024 -0.809 -0.697 -0.022 -0.0983
C -3.03277 0.20630 0.01872 -0.255 -0.155 1.202 -0.2161
C -0.91857 -0.66473 1.01371 -0.354 -0.334 -0.362 -0.2156
C 1.02411 -0.87199 -2.48408 0.493 -2.105 1.962 0.5904
C -2.79643 1.58750 0.62118 0.666 0.226 -0.190 -0.4603
C -0.64265 0.66762 1.63873 -0.319 1.103 -0.139 -0.4558
C -1.94213 1.48200 1.88862 -0.462 -0.142 -0.543 0.5568
H 5.90596 -1.40953 0.28526 -0.157 0.043 -0.097 0.2202
H 5.84557 -3.44918 -1.08026 -0.527 0.121 -0.123 0.2231
H 4.06984 0.26925 0.19657 0.013 -0.303 -0.212 0.2293
H 3.79250 -3.84955 -2.59267 0.056 -0.062 0.074 0.2300
H 0.02154 -1.97858 -1.01972 1.082 -1.057 0.718 0.3992
H -1.69591 3.13688 4.40895 0.313 0.215 0.290 0.1776
H -2.85725 3.99081 3.36078 0.164 -0.218 0.201 0.1819
H -3.30638 1.56887 4.75636 0.115 -0.362 -0.136 0.1906
H -4.30369 2.25314 3.49951 -0.141 -0.302 -0.300 0.1711
H -3.60737 0.30999 -0.88995 0.276 -0.220 -0.407 0.2463
H -3.66050 -0.40812 0.73178 0.808 0.510 -0.642 0.2061
H -1.47127 -1.28017 1.72727 -0.089 -0.111 -0.100 0.2080
H 0.02478 -1.20424 0.77886 -0.675 0.460 0.031 0.2082
H -3.74969 2.04196 0.82797 -0.419 0.284 0.416 0.2138
H -2.30066 2.23928 -0.08732 0.252 0.026 -0.394 0.2187
H -0.13712 0.57908 2.57074 0.349 -0.239 0.986 0.2235
H 0.05049 1.26414 1.00755 -0.666 -0.160 0.125 0.2272
```
Positions in Å, forces in eV/Å.

Its SMILES is O=C(NC1(C(F)(F)F)Oc2ccccc2O1)N1CCC2(CC1)OCCO2. The calculation puts the total energy at -38237.263 eV. The calculation puts the highest occupied orbital energy at -0.3208 Eh. The lowest unoccupied orbital energy is 0.64 eV.